1.
The following is a quantum chemistry calculation of a 2-piece molecular cluster, H4OS overall in a non-equilibrium geometry, from the Open Molecules 2025 dataset.

Cartesian coordinates (Å):
O (-1.279, -0.918, -0.114)
H (-1.160, -1.238, 0.809)
H (-1.042, -1.689, -0.677)
S (1.553, 1.167, 0.463)
H (1.502, 2.102, -0.504)
H (0.426, 0.577, 0.024)

Summary:
largest force on an atom = 1.204 eV/Å
energy relative to the best compared isomer or geometry (same formula, charge and spin) = 0.6 kcal/mol
E = -12947.453 eV
SMILES string = O.S
E_LUMO = 0.67 eV

---

2.
The following is a quantum chemistry calculation of one molecule with the formula C5H8O, from the Open Molecules 2025 dataset.

Cartesian coordinates (Å):
C (0.327, -0.951, 1.606)
C (0.108, 0.061, 0.517)
C (-1.139, 0.468, -0.296)
C (-0.217, 0.731, -1.524)
C (0.918, 0.148, -0.697)
O (1.123, 1.051, 0.381)
H (-0.514, -1.642, 1.679)
H (0.509, -0.524, 2.597)
H (1.218, -1.525, 1.334)
H (-1.709, -0.447, -0.482)
H (-1.804, 1.267, 0.048)
H (-0.470, 0.176, -2.427)
H (-0.056, 1.780, -1.782)
H (1.679, -0.576, -0.975)

Summary:
largest force on an atom = 0.498 eV/Å
energy relative to the best compared isomer or geometry (same formula, charge and spin) = 50.1 kcal/mol
E = -7360.083 eV
SMILES string = C[C@]12CC[C@H]1O2
E_LUMO = 1.10 eV

---

3.
The following is a quantum chemistry calculation of C64H48Cl2F3N8O3PS2SbSr as an isolated structure in a non-equilibrium geometry, from the Open Molecules 2025 dataset.

Cartesian coordinates (Å):
Sr (-2.422, 0.041, 0.214)
Cl (-9.086, -0.928, 3.100)
C (-7.769, -0.864, 1.959)
C (-6.499, -0.576, 2.428)
C (-5.391, -0.506, 1.572)
N (-4.107, -0.100, 1.968)
C (-3.862, 0.278, 3.222)
O (-4.556, 0.176, 4.246)
C (-2.543, 1.019, 3.407)
C (-2.505, 1.970, 4.423)
C (-1.335, 2.667, 4.640)
C (-0.231, 2.377, 3.850)
C (-0.366, 1.427, 2.856)
N (-1.497, 0.754, 2.620)
C (-5.600, -0.782, 0.191)
C (-6.894, -1.051, -0.250)
C (-7.974, -1.092, 0.612)
Cl (-9.554, -1.450, -0.031)
N (-4.530, -0.935, -0.718)
C (-4.689, -0.462, -1.953)
O (-5.435, 0.451, -2.358)
C (-3.891, -1.229, -2.997)
C (-4.426, -1.309, -4.279)
C (-3.810, -2.122, -5.210)
C (-2.664, -2.808, -4.838)
C (-2.178, -2.625, -3.555)
N (-2.772, -1.861, -2.637)
H (-6.352, -0.390, 3.478)
H (-3.397, 2.116, 5.014)
H (-1.279, 3.427, 5.410)
H (0.709, 2.895, 3.979)
H (0.454, 1.190, 2.194)
H (-7.062, -1.239, -1.301)
H (-5.309, -0.729, -4.501)
H (-4.213, -2.217, -6.211)
H (-2.137, -3.454, -5.528)
H (-1.266, -3.125, -3.251)
O (-3.394, 1.818, -2.660)
N (-2.795, 1.050, -3.643)
C (-1.528, 1.031, -3.544)
C (-0.814, 0.154, -4.504)
C (-1.238, 0.119, -5.831)
C (-0.688, -0.779, -6.730)
C (0.291, -1.667, -6.305)
C (0.720, -1.635, -4.987)
C (0.198, -0.717, -4.078)
P (0.709, -0.647, -2.305)
C (2.191, 0.434, -2.456)
C (3.095, 0.383, -3.519)
C (4.179, 1.245, -3.573)
C (4.360, 2.195, -2.575)
C (3.450, 2.279, -1.533)
C (2.376, 1.401, -1.473)
C (1.418, -2.318, -2.034)
C (0.549, -3.253, -1.470)
C (0.979, -4.538, -1.177)
C (2.296, -4.902, -1.418)
C (3.176, -3.973, -1.957)
C (2.740, -2.691, -2.263)
H (-4.280, 1.416, -2.578)
H (-1.034, 1.550, -2.722)
H (-2.025, 0.795, -6.136)
H (-1.036, -0.796, -7.756)
H (0.716, -2.387, -6.994)
H (1.470, -2.344, -4.656)
H (2.943, -0.328, -4.323)
H (4.875, 1.184, -4.401)
H (5.197, 2.880, -2.621)
H (3.568, 3.044, -0.774)
H (1.653, 1.469, -0.668)
H (-0.470, -2.963, -1.229)
H (0.282, -5.244, -0.741)
H (2.638, -5.901, -1.179)
H (4.209, -4.247, -2.139)
H (3.442, -1.970, -2.663)
F (-1.647, 6.798, 0.993)
C (-1.245, 5.559, 0.606)
F (-0.628, 5.730, -0.573)
F (-0.298, 5.198, 1.499)
C (-2.399, 4.600, 0.552)
C (-3.657, 5.053, 0.896)
C (-4.742, 4.188, 0.871)
C (-4.496, 2.877, 0.517)
N (-3.287, 2.424, 0.195)
C (-2.213, 3.245, 0.177)
S (-0.693, 2.562, -0.315)
H (-3.794, 6.086, 1.183)
H (-5.738, 4.515, 1.128)
H (-5.293, 2.140, 0.489)
N (-1.370, -4.458, 1.734)
C (-2.343, -4.752, 0.801)
C (-2.739, -3.553, 0.297)
N (-2.028, -2.538, 0.900)
C (-1.217, -3.114, 1.750)
H (-0.851, -5.110, 2.293)
H (-2.666, -5.759, 0.607)
H (-3.488, -3.320, -0.442)
H (-0.505, -2.607, 2.382)
S (1.657, -1.093, 1.103)
Sb (3.413, -0.141, 2.106)
C (3.278, 1.872, 2.707)
C (3.785, 2.290, 3.933)
C (3.753, 3.637, 4.269)
C (3.220, 4.563, 3.383)
C (2.699, 4.147, 2.164)
C (2.722, 2.802, 1.830)
C (5.081, -0.109, 0.825)
C (5.265, -1.187, -0.036)
C (6.305, -1.167, -0.954)
C (7.154, -0.070, -1.018)
C (6.966, 1.008, -0.165)
C (5.927, 0.992, 0.756)
C (4.067, -1.143, 3.838)
C (5.359, -1.648, 3.933)
C (5.749, -2.346, 5.069)
C (4.850, -2.536, 6.108)
C (3.559, -2.033, 6.015)
C (3.164, -1.342, 4.879)
H (4.211, 1.573, 4.627)
H (4.143, 3.962, 5.226)
H (3.188, 5.611, 3.652)
H (2.238, 4.856, 1.490)
H (2.267, 2.482, 0.898)
H (4.572, -2.023, -0.020)
H (6.441, -2.001, -1.632)
H (7.955, -0.049, -1.745)
H (7.617, 1.871, -0.228)
H (5.771, 1.845, 1.407)
H (6.066, -1.498, 3.124)
H (6.754, -2.743, 5.140)
H (5.155, -3.080, 6.993)
H (2.856, -2.182, 6.826)
H (2.148, -0.967, 4.805)

Summary:
largest force on an atom = 1.638 eV/Å
energy relative to the best compared isomer or geometry (same formula, charge and spin) = 11.5 kcal/mol
E = -156746.922 eV
net charge = -1
E_LUMO = 1.77 eV

---

4.
The following is a quantum chemistry calculation of C35H45BrF4N5O7PSV as an isolated structure in a non-equilibrium geometry, from the Open Molecules 2025 dataset.

Cartesian coordinates (Å):
V (20.137, 11.454, 9.640)
F (24.435, 17.760, 7.837)
C (23.997, 16.564, 8.180)
C (24.608, 15.455, 7.610)
F (25.631, 15.625, 6.805)
C (24.158, 14.176, 7.913)
F (24.820, 13.143, 7.391)
C (23.091, 13.984, 8.792)
P (22.574, 12.252, 9.305)
C (23.060, 11.177, 7.932)
C (23.889, 10.111, 8.222)
C (24.348, 9.343, 7.163)
C (23.949, 9.587, 5.869)
C (22.974, 10.562, 5.621)
C (22.512, 11.359, 6.656)
C (23.649, 11.914, 10.690)
C (24.975, 12.381, 10.669)
C (25.760, 12.221, 11.796)
C (25.277, 11.576, 12.911)
C (23.970, 11.137, 12.967)
C (23.152, 11.349, 11.859)
C (22.565, 15.117, 9.422)
Br (21.359, 14.990, 10.906)
C (22.950, 16.390, 9.097)
F (22.474, 17.461, 9.666)
H (24.252, 9.950, 9.242)
H (25.079, 8.560, 7.341)
H (24.413, 9.013, 5.088)
H (22.562, 10.727, 4.643)
H (21.821, 12.173, 6.429)
H (25.373, 12.841, 9.769)
H (26.766, 12.536, 11.796)
H (25.937, 11.391, 13.741)
H (23.621, 10.624, 13.843)
H (22.122, 11.010, 11.913)
C (20.572, 12.557, 14.004)
C (19.702, 12.320, 12.801)
C (18.240, 12.572, 12.963)
O (20.119, 11.949, 11.689)
H (20.345, 13.604, 14.271)
H (21.617, 12.409, 13.703)
H (20.270, 11.920, 14.842)
H (17.987, 13.514, 13.437)
H (17.812, 11.816, 13.658)
H (17.802, 12.489, 11.997)
C (18.420, 14.126, 8.823)
O (19.767, 13.445, 8.802)
H (18.585, 15.065, 9.334)
H (17.622, 13.575, 9.311)
H (18.191, 14.359, 7.778)
H (20.255, 13.862, 9.551)
C (10.260, 12.125, 7.679)
C (11.168, 11.913, 8.901)
S (12.577, 10.943, 8.404)
O (13.324, 11.661, 7.394)
O (12.151, 9.574, 8.149)
C (13.701, 10.795, 9.847)
C (14.700, 9.754, 9.352)
N (16.099, 9.920, 9.798)
C (17.047, 10.606, 9.153)
N (18.219, 10.564, 9.809)
C (17.987, 9.842, 10.966)
C (16.684, 9.491, 10.985)
N (15.989, 8.821, 12.083)
O (14.834, 8.590, 11.864)
O (16.620, 8.588, 13.094)
C (16.793, 11.384, 7.921)
H (9.365, 12.623, 8.010)
H (10.065, 11.202, 7.110)
H (10.785, 12.819, 7.037)
H (10.755, 11.328, 9.749)
H (11.596, 12.815, 9.338)
H (13.130, 10.503, 10.728)
H (14.105, 11.804, 9.964)
H (14.723, 9.833, 8.265)
H (14.395, 8.749, 9.627)
H (18.700, 9.507, 11.704)
H (16.495, 10.730, 7.087)
H (17.657, 11.973, 7.632)
H (15.961, 12.051, 8.103)
C (19.645, 8.783, 6.761)
N (20.664, 8.097, 7.542)
C (21.412, 7.057, 6.923)
C (20.967, 8.479, 8.788)
O (20.648, 9.692, 9.224)
N (21.497, 7.644, 9.696)
C (21.282, 6.253, 9.597)
C (22.362, 8.099, 10.805)
H (19.944, 9.748, 6.402)
H (18.779, 8.937, 7.416)
H (19.318, 8.174, 5.946)
H (21.890, 7.416, 5.989)
H (20.801, 6.160, 6.762)
H (22.240, 6.772, 7.537)
H (20.477, 6.075, 8.894)
H (20.876, 5.857, 10.533)
H (22.151, 5.711, 9.284)
H (23.313, 7.595, 10.744)
H (22.449, 9.191, 10.747)
H (21.942, 7.857, 11.808)

Summary:
largest force on an atom = 2.203 eV/Å
energy relative to the best compared isomer or geometry (same formula, charge and spin) = 16.0 kcal/mol
E = -185504.564 eV
net charge = +3
spin multiplicity = 3
E_LUMO (alpha / beta) = -10.34 / -9.36 eV

---

5.
The following is a quantum chemistry calculation of C28H65BCl2F2LiN2O8PSSi2 as an isolated structure in a non-equilibrium geometry, from the Open Molecules 2025 dataset.

Cartesian coordinates (Å):
C (-0.958, 3.155, -0.683)
C (0.150, 2.067, -0.849)
C (-0.257, 0.859, -1.750)
C (-1.639, 0.207, -1.383)
C (-1.378, -1.118, -0.622)
C (-0.534, -0.924, 0.656)
C (-0.070, -2.312, 1.228)
C (-1.264, -2.939, 2.035)
C (-1.043, -2.601, 3.527)
C (-2.357, -2.216, 4.299)
C (-2.161, -0.914, 5.102)
C (-1.627, -1.045, 6.539)
C (-0.301, -1.860, 6.624)
C (0.520, -1.450, 7.877)
Si (2.163, -0.707, 7.302)
F (2.785, 0.245, 8.477)
C (3.407, -2.127, 7.098)
C (2.856, -3.397, 6.441)
O (2.837, -4.396, 7.004)
Cl (2.254, -3.419, 4.743)
O (1.801, 0.104, 5.878)
Si (3.135, 0.494, 4.903)
O (3.940, -0.886, 4.282)
B (4.396, 1.775, 5.705)
O (5.781, 1.516, 5.554)
O (4.022, 2.939, 6.385)
C (3.936, 3.996, 5.396)
P (2.300, 1.496, 3.064)
O (2.575, 0.456, 1.712)
Cl (0.041, 1.477, 3.215)
H (-1.900, 2.899, -1.188)
H (-0.594, 4.114, -1.090)
H (-1.169, 3.343, 0.393)
H (0.490, 1.694, 0.137)
H (1.033, 2.559, -1.299)
H (0.506, 0.076, -1.567)
H (-0.174, 1.086, -2.828)
H (-2.133, -0.059, -2.359)
H (-2.281, 0.850, -0.752)
H (-2.371, -1.538, -0.382)
H (-0.882, -1.867, -1.259)
H (0.406, -0.375, 0.444)
H (-1.088, -0.417, 1.477)
H (0.267, -3.009, 0.448)
H (0.748, -2.065, 1.937)
H (-1.267, -4.023, 1.817)
H (-2.239, -2.564, 1.682)
H (-0.530, -3.439, 4.023)
H (-0.395, -1.706, 3.555)
H (-3.120, -2.015, 3.523)
H (-2.739, -3.075, 4.877)
H (-3.136, -0.389, 5.148)
H (-1.478, -0.260, 4.528)
H (-2.377, -1.415, 7.257)
H (-1.380, -0.006, 6.840)
H (0.240, -1.644, 5.687)
H (-0.493, -2.948, 6.585)
H (0.639, -2.223, 8.652)
H (-0.030, -0.620, 8.367)
H (4.355, -1.838, 6.608)
H (3.688, -2.439, 8.120)
H (4.093, -0.735, 3.339)
H (5.904, 1.396, 4.599)
H (4.478, 4.898, 5.714)
H (4.387, 3.675, 4.434)
H (2.866, 4.181, 5.208)
H (2.100, -0.378, 1.879)
Li (-1.769, 1.410, 1.685)
C (-1.247, 2.518, -6.469)
C (-2.635, 2.923, -5.934)
C (-3.386, 3.724, -7.011)
C (-3.865, 2.912, -8.218)
C (-4.143, 1.439, -7.889)
C (-4.439, 1.154, -6.407)
N (-3.315, 1.653, -5.605)
O (-3.448, 1.433, -4.384)
C (-4.504, -0.374, -6.261)
C (-5.804, 1.734, -6.023)
C (-2.414, 3.873, -4.758)
H (-0.681, 1.975, -5.710)
H (-0.663, 3.398, -6.752)
H (-1.320, 1.874, -7.348)
H (-4.255, 4.207, -6.556)
H (-2.757, 4.545, -7.364)
H (-4.768, 3.380, -8.620)
H (-3.124, 2.964, -9.019)
H (-4.962, 1.078, -8.513)
H (-3.270, 0.853, -8.192)
H (-3.535, -0.829, -6.471)
H (-5.228, -0.793, -6.964)
H (-4.804, -0.677, -5.258)
H (-6.581, 1.305, -6.657)
H (-5.855, 2.819, -6.137)
H (-6.061, 1.497, -4.990)
H (-1.862, 4.754, -5.090)
H (-1.828, 3.411, -3.962)
H (-3.361, 4.214, -4.336)
N (4.461, -1.143, 0.071)
H (3.921, -1.508, -0.726)
H (5.380, -0.833, -0.253)
H (3.952, -0.345, 0.491)
H (4.576, -1.880, 0.772)
C (5.445, -2.416, -3.696)
S (3.885, -3.145, -4.229)
O (2.822, -2.589, -3.348)
C (4.247, -4.810, -3.650)
H (5.422, -1.352, -3.929)
H (5.570, -2.554, -2.619)
H (6.271, -2.886, -4.232)
H (4.446, -4.795, -2.577)
H (5.110, -5.203, -4.189)
H (3.379, -5.435, -3.850)
F (-2.735, -1.683, -3.136)

Summary:
largest force on an atom = 3.949 eV/Å
E = -116689.596 eV
E_LUMO = -2.30 eV

---

6.
The following is a quantum chemistry calculation of an isolated ion of composition C5H6NO and charge +1 in a non-equilibrium geometry, from the Open Molecules 2025 dataset.

Cartesian coordinates (Å):
C (-1.511, 1.602, 1.486)
C (-1.450, 0.848, 0.530)
C (-0.652, -0.781, 0.474)
N (0.317, -0.384, -0.642)
C (1.639, -0.031, -0.436)
C (-0.466, -0.695, -1.754)
O (-1.098, -1.118, -2.532)
H (-1.544, 2.631, 2.059)
H (0.221, -0.809, 1.204)
H (-1.395, -1.508, 0.618)
H (2.176, -0.320, -1.311)
H (2.083, -0.468, 0.562)
H (1.680, 1.033, -0.260)

Summary:
largest force on an atom = 11.222 eV/Å
energy relative to the best compared isomer or geometry (same formula, charge and spin) = 173.3 kcal/mol
E = -8805.436 eV
SMILES string = C#CC[N+](C)=C=O
net charge = +1
E_LUMO = -4.71 eV

---

7.
The following is a quantum chemistry calculation of a 3-piece molecular cluster, C4H12O4 overall in a non-equilibrium geometry, from the Open Molecules 2025 dataset.

Cartesian coordinates (Å):
O (0.606, -1.892, -0.795)
C (0.902, -0.815, -1.297)
C (1.063, 0.402, -0.410)
C (1.427, 0.177, 1.018)
C (0.933, 1.415, 1.925)
O (-0.229, 1.113, 2.546)
H (1.099, -0.703, -2.365)
H (1.752, 1.171, -0.975)
H (0.120, 1.002, -0.213)
H (0.993, -0.668, 1.541)
H (2.562, 0.144, 1.166)
H (0.760, 2.281, 1.183)
H (1.584, 1.744, 2.782)
H (-0.971, 0.732, 1.956)
H (-3.020, 0.398, -0.129)
H (-2.181, -0.449, -0.820)
O (-2.282, -0.109, 0.066)
H (-2.074, -1.965, -3.126)
H (-1.166, -2.284, -1.880)
O (-1.880, -1.694, -2.173)

Summary:
largest force on an atom = 4.555 eV/Å
energy relative to the best compared isomer or geometry (same formula, charge and spin) = 36.5 kcal/mol
E = -12530.382 eV
net charge = -1
spin multiplicity = 2
E_LUMO (alpha / beta) = 3.81 / 3.60 eV

---

8.
The following is a quantum chemistry calculation of a 2-piece molecular cluster, C2H5FN2O3 overall in a non-equilibrium geometry, from the Open Molecules 2025 dataset.

Cartesian coordinates (Å):
N (-0.051, -0.832, -1.484)
C (-0.585, -0.432, -0.235)
F (-0.822, -1.439, 0.542)
N (-1.174, 0.667, 0.039)
O (-1.714, 0.914, 1.096)
O (-0.997, 1.673, -0.894)
H (-0.016, -0.242, -2.238)
H (0.058, -1.809, -1.729)
H (-1.058, 2.457, -0.289)
C (1.598, -0.231, 1.310)
O (1.426, 0.797, 0.685)
H (2.209, -1.077, 0.906)
H (1.126, -0.447, 2.292)

Summary:
largest force on an atom = 4.414 eV/Å
energy relative to the best compared isomer or geometry (same formula, charge and spin) = 37.0 kcal/mol
E = -13990.072 eV
SMILES string = N/C(F)=[N+](/[O-])O.C=O
E_LUMO = 0.63 eV